Molecular formula: C21H29ClF9IN4O4PS
Method: DFT, wB97M-V/def2-TZVPD

```
71
C21H29ClF9IN4O4PS, DFT wB97M-V/def2-TZVPD
N -3.840 -4.770 1.141
C -3.948 -3.410 1.442
N -3.197 -2.335 1.030
C -2.031 -2.568 0.148
C -2.517 -2.875 -1.320
C -2.907 -1.567 -2.123
F -4.246 -1.325 -1.742
F -2.215 -0.450 -1.690
C -2.946 -1.755 -3.686
F -3.850 -0.836 -4.181
F -3.510 -2.986 -3.943
S -1.340 -1.503 -4.604
F -1.333 -3.111 -4.993
F -0.408 -1.876 -3.318
F -1.313 0.088 -4.314
F -2.218 -1.272 -5.979
F 0.015 -1.315 -5.477
C -3.640 -1.086 1.515
C -3.116 0.353 1.268
C -1.561 0.517 1.375
O -0.812 -0.231 1.956
C -0.964 1.809 0.698
C -1.018 3.024 1.518
C -0.546 4.330 1.034
C -0.013 4.373 -0.326
C 0.067 3.151 -1.134
C -0.406 1.844 -0.650
C -4.792 -1.453 2.325
P -5.982 -0.433 3.358
O -5.738 1.201 3.037
Cl -7.959 -0.826 2.690
N -4.936 -2.867 2.237
I -6.379 -4.084 3.079
H -2.954 -5.013 0.697
H -4.047 -5.372 1.941
H -1.267 -1.757 0.167
H -1.532 -3.509 0.523
H -3.395 -3.578 -1.309
H -1.684 -3.431 -1.839
H -3.509 0.696 0.272
H -3.566 1.032 2.047
H -1.426 3.005 2.560
H -0.643 5.216 1.708
H 0.324 5.361 -0.730
H 0.486 3.293 -2.165
H -0.352 0.936 -1.288
H -5.538 1.351 2.092
C 5.992 -0.533 2.606
O 6.441 0.737 2.178
C 7.087 0.736 0.907
C 6.190 1.329 -0.177
N 5.068 0.450 -0.497
C 3.986 1.085 -1.253
C 3.332 2.354 -0.690
O 2.527 2.141 0.464
C 3.252 1.981 1.670
H 5.774 -0.472 3.673
H 5.069 -0.826 2.096
H 6.755 -1.303 2.454
H 7.450 -0.259 0.634
H 7.961 1.387 1.007
H 6.783 1.495 -1.082
H 5.851 2.304 0.185
H 4.678 0.079 0.359
H 3.202 0.329 -1.362
H 4.356 1.301 -2.262
H 2.647 2.724 -1.457
H 4.047 3.165 -0.519
H 4.132 2.626 1.716
H 3.527 0.935 1.809
H 2.592 2.248 2.497
```

The calculation puts the LUMO energy at -4.545 eV. The orbital gap is 5.64 eV. For the HOMO energy, the calculation gives -0.374 Eh. Its charge is +1.

***

Molecular formula: C21H29ClI2N2O4PdSi
Method: DFT, wB97M-V/def2-TZVPD

```
61
C21H29ClI2N2O4PdSi, DFT wB97M-V/def2-TZVPD
Pd -0.358 -0.263 1.619
I -0.653 -2.784 1.959
C -2.730 -3.000 2.878
I 0.373 0.141 4.427
H -2.474 -2.567 3.859
H -2.667 -4.094 3.043
O -0.355 5.783 1.988
C 0.852 5.363 2.004
O 1.854 6.054 2.161
C 1.034 3.877 1.776
C 2.236 3.219 1.645
Cl 3.823 3.793 1.884
N 1.993 1.911 1.379
N 0.665 1.683 1.357
C 0.077 2.840 1.604
C -1.431 2.850 1.671
O -1.995 4.013 1.706
O -2.029 1.789 1.667
C 2.935 0.893 1.014
C 2.832 -0.389 1.524
C 3.768 -1.338 1.141
C 4.792 -1.019 0.261
C 4.865 0.265 -0.270
C 3.931 1.218 0.102
H -1.246 4.829 1.808
H 1.983 -0.676 2.127
H 3.678 -2.345 1.528
H 5.517 -1.770 -0.029
H 5.634 0.520 -0.988
H 3.953 2.210 -0.328
C -0.992 1.247 -1.329
Si -0.995 -0.511 -0.598
C 0.251 -1.450 -1.793
C -0.334 -1.596 -3.204
C 1.524 -0.609 -1.921
C 0.678 -2.841 -1.317
C -2.824 -1.110 -0.840
C -2.987 -2.629 -0.964
C -3.448 -0.455 -2.088
C -3.644 -0.637 0.365
H -1.157 1.222 -2.411
H -0.045 1.752 -1.141
H -1.788 1.844 -0.883
H -0.641 -0.636 -3.623
H -1.191 -2.267 -3.228
H 0.432 -2.016 -3.871
H 1.331 0.368 -2.367
H 2.250 -1.131 -2.561
H 1.992 -0.455 -0.951
H -0.169 -3.513 -1.173
H 1.216 -2.781 -0.369
H 1.355 -3.289 -2.059
H -2.412 -3.054 -1.788
H -4.047 -2.859 -1.145
H -2.702 -3.131 -0.041
H -2.955 -0.743 -3.017
H -3.441 0.633 -2.021
H -4.497 -0.772 -2.159
H -3.338 -1.124 1.292
H -4.697 -0.910 0.201
H -3.583 0.447 0.492
```

The calculation puts the LUMO energy at 4.263 eV. The relative energy (zero: lowest compared OMol25 entry of this formula, charge and spin) comes out at 1.495 eV. The orbital gap is 5.99 eV. For the HOMO energy, the calculation gives -0.064 Eh. Its charge is -2.

***

Molecular formula: C21H29N3O2S
Method: DFT, wB97M-V/def2-TZVPD

```
56
C21H29N3O2S, DFT wB97M-V/def2-TZVPD
C 2.056 9.178 -1.336
C 2.216 7.663 -1.384
C 2.842 7.127 -0.098
C 3.130 5.627 -0.138
C 1.858 4.779 -0.183
N 2.150 3.370 -0.054
C 1.771 2.633 1.017
O 1.134 3.106 1.935
C 2.222 1.175 0.928
C 1.491 0.449 -0.207
C 0.009 0.272 0.109
C -0.230 -0.469 1.426
C 0.140 -1.958 1.358
N -0.701 -2.682 0.413
C -0.183 -3.112 -0.774
S 1.399 -2.965 -1.221
N -1.029 -3.725 -1.647
C -2.355 -3.971 -1.401
C -3.175 -4.594 -2.341
C -4.501 -4.824 -2.038
C -5.027 -4.442 -0.807
C -4.219 -3.827 0.126
C -2.877 -3.584 -0.163
C -2.014 -2.925 0.823
O -2.384 -2.598 1.928
C 0.527 0.230 2.557
C 2.009 0.430 2.248
H 1.603 9.545 -2.254
H 1.421 9.466 -0.501
H 3.023 9.661 -1.212
H 1.236 7.208 -1.536
H 2.847 7.393 -2.233
H 3.782 7.655 0.079
H 2.180 7.341 0.744
H 3.752 5.397 -1.009
H 3.692 5.350 0.757
H 1.318 4.947 -1.120
H 1.207 5.035 0.656
H 2.734 2.954 -0.762
H 3.296 1.187 0.702
H 1.591 1.004 -1.142
H 1.958 -0.525 -0.360
H -0.455 1.258 0.187
H -0.476 -0.256 -0.717
H -1.299 -0.420 1.659
H -0.023 -2.403 2.343
H 1.177 -2.102 1.060
H -0.613 -4.030 -2.518
H -2.764 -4.891 -3.294
H -5.136 -5.306 -2.766
H -6.065 -4.629 -0.586
H -4.595 -3.519 1.089
H 0.421 -0.343 3.480
H 0.081 1.211 2.716
H 2.460 1.004 3.059
H 2.519 -0.534 2.192
```

The calculation puts the LUMO energy at 0.123 eV. The relative energy (zero: lowest compared OMol25 entry of this formula, charge and spin) comes out at 0.102 eV. Its structure (SMILES) is CCCCCNC(=O)[C@H]1CC[C@H](Cn2c(=S)[nH]c3ccccc3c2=O)CC1. The orbital gap is 8.63 eV. For the HOMO energy, the calculation gives -0.313 Eh.

***

Molecular formula: C21H29N3O3ReS
Method: DFT, wB97M-V/def2-TZVPD

```
58
C21H29N3O3ReS, DFT wB97M-V/def2-TZVPD
Re 9.244 10.051 8.454
C 8.997 10.002 11.438
N 9.603 9.150 10.390
C 11.054 9.058 10.783
C 9.021 7.777 10.400
C 7.803 7.782 9.503
C 6.828 6.805 9.582
C 5.808 6.755 8.631
C 5.795 7.630 7.574
C 6.743 8.649 7.480
C 7.757 8.727 8.436
H 9.191 9.603 12.447
H 7.929 10.094 11.313
H 9.425 11.018 11.437
H 11.031 8.531 11.740
H 11.454 10.084 10.826
H 11.650 8.442 10.141
H 8.811 7.403 11.390
H 9.790 7.086 10.042
H 6.851 6.060 10.356
H 5.109 5.913 8.788
H 5.030 7.525 6.806
H 6.642 9.315 6.628
O 6.619 14.089 9.168
C 7.135 14.354 7.992
C 6.867 15.669 7.504
C 7.321 15.986 6.245
C 8.034 15.131 5.418
C 8.243 13.830 5.843
C 7.838 13.431 7.160
C 8.214 12.139 7.654
O 8.920 11.308 6.905
O 7.986 11.673 8.826
H 6.800 13.164 9.469
H 6.242 16.297 8.121
H 7.136 17.035 5.916
H 8.434 15.468 4.457
H 8.709 13.099 5.214
C 14.589 7.468 7.908
C 13.698 7.795 6.675
N 13.343 9.253 6.689
C 12.149 9.712 6.827
S 10.857 8.620 7.315
N 11.873 11.026 6.753
C 12.866 12.103 6.561
C 13.202 12.650 7.913
H 14.688 6.384 7.996
H 14.077 7.835 8.770
H 15.520 7.969 7.845
H 12.744 7.233 6.730
H 14.170 7.603 5.729
H 14.130 9.871 6.487
H 10.896 11.229 6.652
H 12.390 12.858 5.896
H 13.730 11.752 6.019
H 12.289 12.818 8.486
H 13.795 13.544 7.815
H 13.798 11.917 8.448
```

The calculation puts the LUMO energy (spin up / spin down) at -6.547 / -7.655 eV. As for the spin multiplicity: 4. The relative energy (zero: lowest compared OMol25 entry of this formula, charge and spin) comes out at 0.000 eV. The orbital gap (spin up / spin down) is 7.48 / 6.38 eV. For the HOMO energy (spin up / spin down), the calculation gives -0.516 / -0.516 Eh. Its charge is +2.

***

Molecular formula: C21H29N3O3S
Method: DFT, wB97M-V/def2-TZVPD

```
57
C21H29N3O3S, DFT wB97M-V/def2-TZVPD
C 1.686 2.265 -5.199
C 1.074 0.957 -4.714
C -0.156 0.576 -5.537
C -0.743 -0.776 -5.119
N -1.231 -0.739 -3.763
C -2.400 -0.180 -3.378
C -2.440 -0.261 -2.005
N -1.320 -0.841 -1.552
C -0.584 -1.121 -2.619
C 0.690 -1.829 -2.572
O 1.196 -2.351 -3.553
C 1.333 -1.918 -1.235
C 2.136 -3.028 -0.965
C 2.768 -3.163 0.257
C 2.616 -2.179 1.224
C 1.839 -1.072 0.941
S 1.652 0.240 2.150
O 2.220 1.445 1.619
O 2.156 -0.234 3.412
N -0.009 0.414 2.124
C -0.720 -0.662 2.778
C -0.803 -0.480 4.297
C -1.640 -1.590 4.925
C -1.385 0.901 4.605
C -0.553 1.998 3.937
C -1.116 3.385 4.230
C -0.513 1.735 2.429
C 1.201 -0.923 -0.272
H 2.552 2.523 -4.596
H 0.964 3.076 -5.128
H 2.003 2.178 -6.236
H 0.796 1.060 -3.662
H 1.813 0.157 -4.784
H -0.918 1.353 -5.435
H 0.119 0.512 -6.591
H 0.022 -1.551 -5.184
H -1.578 -1.037 -5.775
H -3.104 0.215 -4.083
H -3.210 0.060 -1.333
H 2.245 -3.782 -1.730
H 3.378 -4.030 0.459
H 3.088 -2.249 2.191
H -0.196 -1.588 2.530
H -1.725 -0.707 2.344
H 0.217 -0.527 4.691
H -2.657 -1.568 4.537
H -1.209 -2.564 4.706
H -1.682 -1.467 6.005
H -1.407 1.059 5.685
H -2.413 0.953 4.236
H 0.475 1.937 4.310
H -0.508 4.150 3.755
H -1.129 3.571 5.302
H -2.134 3.470 3.854
H 0.151 2.442 1.930
H -1.517 1.819 2.000
H 0.611 -0.039 -0.446
```

The calculation puts the LUMO energy at -0.226 eV. The relative energy (zero: lowest compared OMol25 entry of this formula, charge and spin) comes out at 1.937 eV. Its structure (SMILES) is CCCCn1ccnc1C(=O)c1cccc(S(=O)(=O)N2C[C@H](C)C[C@H](C)C2)c1. The orbital gap is 8.92 eV. For the HOMO energy, the calculation gives -0.336 Eh.

***

Molecular formula: C21H29NO3
Method: DFT, wB97M-V/def2-TZVPD

```
54
C21H29NO3, DFT wB97M-V/def2-TZVPD
C 2.879 -1.402 3.245
C 2.592 -2.078 1.928
O 2.729 -1.097 0.885
C 2.467 -1.627 -0.341
C 2.555 -0.587 -1.398
C 2.632 -1.137 -2.748
O 2.118 -2.205 -3.065
C 3.367 -0.327 -3.854
C 2.595 0.932 -4.234
C 2.360 1.871 -3.052
C 3.486 1.792 -2.005
C 3.343 0.610 -1.018
O 2.226 -2.817 -0.479
H 2.699 -2.111 4.058
H 3.927 -1.080 3.296
H 2.221 -0.537 3.387
H 3.282 -2.920 1.752
H 1.563 -2.470 1.894
H 4.392 -0.094 -3.528
H 3.421 -0.971 -4.739
H 3.131 1.459 -5.033
H 1.628 0.637 -4.656
H 2.278 2.907 -3.408
H 1.408 1.615 -2.568
H 4.471 1.709 -2.493
H 3.509 2.718 -1.409
H 2.990 1.015 -0.048
H 4.369 0.210 -0.831
C -5.599 1.216 0.058
C -5.130 1.142 -1.406
C -3.618 0.904 -1.386
N -3.296 0.558 0.005
C -2.081 0.236 0.390
C -1.789 -0.208 1.741
C -2.577 -1.197 2.388
C -2.331 -1.532 3.717
C -1.283 -0.921 4.416
C -0.482 0.037 3.783
C -0.714 0.379 2.451
C -4.472 0.602 0.891
H -5.776 2.254 0.358
H -6.525 0.658 0.205
H -5.609 0.284 -1.886
H -5.387 2.040 -1.969
H -3.329 0.092 -2.063
H -3.067 1.799 -1.697
H -1.263 0.373 -0.326
H -3.389 -1.679 1.843
H -2.969 -2.276 4.203
H -1.095 -1.193 5.450
H 0.327 0.525 4.336
H -0.119 1.150 1.959
H -4.289 1.154 1.822
H -4.775 -0.412 1.179
```

The calculation puts the LUMO energy at -2.255 eV. The relative energy (zero: lowest compared OMol25 entry of this formula, charge and spin) comes out at 4.889 eV. The orbital gap is 2.69 eV. For the HOMO energy, the calculation gives -0.182 Eh.

***

Molecular formula: C21H29NO5
Method: DFT, wB97M-V/def2-TZVPD

```
56
C21H29NO5, DFT wB97M-V/def2-TZVPD
C 9.493 0.307 1.961
C 9.096 0.185 0.523
O 9.774 -0.365 -0.287
O 7.955 0.818 0.141
C 6.755 0.385 0.801
C 5.561 1.012 0.105
C 4.373 1.131 1.055
C 3.158 1.752 0.382
C 2.021 2.039 1.357
C 0.895 2.895 0.711
C -0.451 2.259 0.871
C -1.143 2.253 2.015
C -2.427 1.552 2.144
O -2.932 1.375 3.236
C -3.090 1.058 0.900
C -4.490 0.567 1.043
C -4.674 -0.938 0.817
C -3.549 -1.849 1.114
O -4.093 -1.489 -0.296
C -2.402 1.084 -0.245
C -1.004 1.539 -0.311
O -0.321 1.312 -1.286
H 9.894 1.307 2.125
H 8.666 0.174 2.652
H 10.261 -0.426 2.177
H 6.757 0.695 1.848
H 6.695 -0.703 0.748
H 5.291 0.408 -0.759
H 5.850 2.009 -0.229
H 4.665 1.751 1.905
H 4.113 0.140 1.437
H 2.785 1.096 -0.406
H 3.463 2.689 -0.092
H 1.597 1.083 1.666
H 2.409 2.526 2.251
H 1.117 2.978 -0.349
H 0.877 3.878 1.175
H -0.749 2.745 2.893
H -5.153 1.076 0.342
H -4.825 0.728 2.066
H -5.655 -1.327 1.103
H -3.695 -2.921 1.091
H -2.509 -1.590 0.975
H -2.849 0.733 -1.164
C -7.018 -3.868 -4.455
C -6.565 -2.543 -3.853
C -5.677 -2.718 -2.616
C -6.377 -3.353 -1.502
N -6.928 -3.841 -0.621
H -7.628 -4.434 -3.750
H -7.616 -3.700 -5.351
H -6.162 -4.484 -4.734
H -7.436 -1.940 -3.593
H -5.998 -1.980 -4.596
H -5.312 -1.755 -2.269
H -4.798 -3.315 -2.867
```

The calculation puts the LUMO energy at -1.446 eV. The relative energy (zero: lowest compared OMol25 entry of this formula, charge and spin) comes out at 4.715 eV. Its structure (SMILES) is CC(=O)OCCCCCCC1=CC(=O)C(C[C@@H]2CO2)=CC1=O.CCCC#N. The orbital gap is 8.70 eV. For the HOMO energy, the calculation gives -0.373 Eh.

***

Molecular formula: C21H30BBr6NO5
Method: DFT, wB97M-V/def2-TZVPD

```
64
C21H30BBr6NO5, DFT wB97M-V/def2-TZVPD
C 0.536 -2.171 -1.509
C 1.936 -1.504 -1.423
B 1.981 -0.319 -0.407
O 1.602 -0.498 0.914
N 2.409 1.011 -0.832
C 2.011 2.081 0.085
O 2.751 2.637 0.838
C 0.594 2.394 -0.263
C -0.437 2.964 0.456
C -1.680 3.027 -0.154
C -1.907 2.545 -1.454
C -3.309 2.591 -2.015
C -3.660 1.488 -3.028
C -4.675 0.506 -2.471
O -4.116 -0.029 -1.256
C -4.940 -0.089 -0.186
C -4.210 0.037 1.121
O -6.129 -0.233 -0.289
C -0.838 2.036 -2.182
C 0.393 1.962 -1.568
C 1.693 1.414 -2.056
O 2.145 1.389 -3.157
H 0.610 -3.241 -1.320
H 0.106 -2.054 -2.504
H -0.168 -1.756 -0.786
H 2.278 -1.208 -2.415
H 2.654 -2.256 -1.083
H 2.340 -0.612 1.525
H -0.280 3.317 1.466
H -2.507 3.441 0.413
H -3.491 3.580 -2.444
H -4.005 2.508 -1.176
H -2.788 0.917 -3.340
H -4.080 1.924 -3.937
H -5.640 0.970 -2.275
H -4.808 -0.313 -3.180
H -3.533 0.889 1.105
H -3.618 -0.866 1.287
H -4.952 0.110 1.910
H -0.953 1.681 -3.196
Br 5.178 -0.117 6.627
C 5.066 0.543 4.803
C 3.673 0.424 4.246
Br 3.228 -1.419 3.787
H 5.790 -0.019 4.222
H 5.363 1.588 4.846
H 3.588 0.991 3.321
H 2.915 0.757 4.947
Br -4.794 -0.999 4.900
C -4.167 -2.686 4.167
C -2.799 -3.026 4.702
Br -1.416 -1.927 3.890
H -4.181 -2.587 3.087
H -4.895 -3.434 4.472
H -2.538 -4.056 4.471
H -2.734 -2.866 5.773
Br 4.715 -0.206 -5.663
C 5.384 -0.662 -3.897
C 5.724 -2.127 -3.789
Br 4.123 -3.221 -3.650
H 4.621 -0.356 -3.187
H 6.277 -0.057 -3.755
H 6.293 -2.320 -2.883
H 6.276 -2.487 -4.651
```

The calculation puts the LUMO energy at -0.138 eV. Its structure (SMILES) is CCB(O)N1C(=O)c2ccc(CCCOC(C)=O)cc2C1=O.BrCCBr.BrCCBr.BrCCBr. The orbital gap is 9.61 eV. For the HOMO energy, the calculation gives -0.358 Eh.